Version a
Computed, not measured: 2 unconnected molecules or ions with the total composition C37H43BrClF5N4O4PS3, with ωB97M-V/def2-TZVPD.

Each line ends with the Löwdin charge.
Cartesian coordinates (Å):
C -0.834 3.340 0.963  0.04
C -0.885 3.435 -0.461  -0.07
C -0.566 3.254 -2.092  -0.14
C -1.112 1.730 -2.491  0.00
C -2.752 1.638 -2.789  0.02
F -3.646 2.854 -2.744  -0.08
C -3.485 0.189 -3.152  -0.15
N -4.982 0.149 -3.381  0.05
C -5.586 -0.384 -2.238  -0.56
S -6.588 -1.207 -1.131  0.63
C -2.476 -1.131 -3.211  -0.27
P -3.279 -2.847 -3.619  0.30
S -4.021 -2.862 -5.440  0.08
C -0.834 -1.028 -2.910  -0.34
C -0.111 0.396 -2.549  -0.09
N 1.346 0.628 -2.231  -0.05
C 1.623 0.754 -0.751  -0.26
O 1.988 1.988 -0.302  -0.01
N 1.546 -0.461 0.147  0.17
C 0.492 -0.174 1.193  -0.17
O 0.917 0.486 2.304  0.02
F -0.938 -0.600 1.007  -0.03
C 2.278 -0.328 -2.934  -0.10
C 3.809 0.243 -3.263  -0.02
C 4.159 1.788 -2.827  -0.12
C 5.085 1.919 -1.475  -0.57
O 5.966 2.946 -1.448  -0.08
Cl 5.061 0.770 -0.021  0.60
C 4.978 -0.703 -3.991  0.00
C 6.497 -0.061 -4.251  -0.10
C 7.592 -0.492 -3.110  -0.34
C 9.027 -0.881 -3.866  -0.08
O 7.948 0.619 -2.169  -0.13
C 4.635 -2.283 -4.418  -0.07
C 5.719 -3.303 -5.118  -0.16
C 6.767 -4.003 -4.059  -0.07
C 6.056 -4.962 -2.931  -0.24
F 7.181 -5.608 -2.163  -0.02
F 5.250 -4.225 -1.922  0.01
F 5.336 -6.068 -3.607  -0.02
C 3.094 -2.857 -4.119  -0.48
Br 2.477 -4.713 -4.618  0.65
C 1.970 -1.877 -3.368  -0.39
S 0.267 -2.585 -3.000  0.79
H -0.897 2.946 2.087  0.05
H 0.599 3.368 -2.269  0.12
H -1.214 4.055 -2.646  0.12
H -2.244 -3.882 -3.614  -0.03
H -4.272 -3.262 -2.658  -0.03
H 1.350 -1.323 -0.408  0.12
H 4.751 2.282 -3.737  0.14
H 3.183 2.466 -2.708  0.13
H 6.836 -0.502 -5.308  0.12
H 6.493 1.109 -4.319  0.13
H 7.172 -1.362 -2.444  0.14
H 9.720 0.090 -3.840  0.11
H 8.893 -1.154 -4.998  0.07
H 9.622 -1.728 -3.313  0.09
H 7.754 0.334 -1.215  0.10
H 6.352 -2.754 -5.964  0.13
H 5.174 -4.204 -5.678  0.11
H 7.464 -3.252 -3.493  0.11
H 7.488 -4.711 -4.690  0.16
C -4.512 0.163 7.770  -0.09
C -5.041 1.475 7.216  -0.26
C -6.022 1.318 6.051  -0.18
C -5.510 0.711 4.743  -0.08
N -4.360 1.441 3.999  -0.15
C -4.568 1.337 2.472  -0.09
C -5.592 2.406 2.151  -0.15
C -5.286 3.544 3.101  -0.14
C -4.380 2.981 4.184  -0.08
C -2.971 0.884 4.390  -0.09
C -2.548 -0.444 3.738  -0.23
C -3.300 -1.702 4.137  -0.09
H -3.945 -0.397 7.026  0.04
H -3.843 0.361 8.614  0.09
H -5.329 -0.471 8.126  0.09
H -4.199 2.116 6.943  0.09
H -5.566 1.995 8.028  0.12
H -6.496 2.287 5.845  0.11
H -6.843 0.680 6.400  0.13
H -6.358 0.653 4.050  0.13
H -5.195 -0.314 4.925  0.10
H -3.611 1.574 1.991  0.13
H -4.890 0.324 2.213  0.13
H -6.610 2.038 2.323  0.12
H -5.539 2.720 1.104  0.13
H -6.205 3.961 3.525  0.12
H -4.775 4.363 2.581  0.13
H -4.689 3.259 5.190  0.11
H -3.361 3.353 4.033  0.13
H -2.926 0.834 5.479  0.12
H -2.235 1.632 4.071  0.12
H -1.497 -0.604 4.015  0.12
H -2.547 -0.362 2.646  0.08
H -3.403 -1.782 5.223  0.07
H -2.752 -2.587 3.795  0.09
H -4.288 -1.746 3.671  0.07

**Charge**: +1
**LUMO**: -3.47 eV
**Highest occupied orbital energy**: -10.4 eV

Version b
Computed, not measured: 2 unconnected molecules or ions with the total composition C37H43BrClF5N4O4PS3, with ωB97M-V/def2-TZVPD.

Each line ends with the Löwdin charge.
Cartesian coordinates (Å):
C -0.832 1.556 -2.623  0.10
C 0.224 1.059 -2.927  -0.10
C 1.661 0.552 -2.953  -0.08
C 1.685 -0.709 -2.064  -0.05
C 1.256 -1.888 -2.687  -0.16
F 0.894 -1.887 -3.987  0.09
C 1.171 -3.117 -2.000  -0.20
N 0.687 -4.282 -2.701  0.13
C -0.470 -4.537 -2.409  -0.75
S -1.877 -5.151 -2.057  0.77
C 1.560 -3.113 -0.641  -0.33
P 1.457 -4.718 0.284  0.36
S 2.673 -6.055 -0.442  0.14
C 1.998 -1.922 0.005  -0.40
C 2.076 -0.696 -0.690  -0.15
N 2.478 0.571 -0.141  0.04
C 1.326 1.406 0.172  -0.45
O 1.118 2.374 -0.488  0.14
N 0.505 1.031 1.296  0.22
C -0.810 0.783 0.806  -0.48
O -1.592 1.660 0.677  0.19
F -1.114 -0.505 0.485  0.10
C 3.454 0.498 0.923  -0.16
C 4.347 1.611 1.065  -0.08
C 4.211 2.773 0.068  -0.07
C 3.519 4.040 0.623  -0.73
O 3.861 5.101 0.225  0.07
Cl 2.237 3.973 1.883  0.73
C 5.325 1.652 2.104  -0.08
C 6.254 2.878 2.248  -0.06
C 5.782 3.902 3.333  -0.39
C 7.010 4.385 4.179  -0.04
O 5.232 5.089 2.749  -0.06
C 5.432 0.567 3.033  -0.16
C 6.449 0.541 4.184  -0.12
C 6.040 1.361 5.449  -0.05
C 4.768 0.878 6.155  -0.60
F 4.623 1.624 7.293  0.11
F 3.636 1.071 5.451  0.14
F 4.900 -0.395 6.572  0.10
C 4.559 -0.542 2.870  -0.55
Br 4.622 -2.102 3.997  0.84
C 3.585 -0.552 1.845  -0.45
S 2.481 -1.966 1.743  0.95
H -1.792 1.797 -2.187  0.04
H 2.320 1.341 -2.563  0.12
H 1.879 0.266 -3.993  0.12
H 1.849 -4.468 1.626  -0.05
H 0.123 -5.187 0.337  -0.03
H 0.903 0.224 1.785  0.11
H 5.225 3.071 -0.252  0.13
H 3.701 2.459 -0.860  0.12
H 7.235 2.462 2.544  0.11
H 6.381 3.428 1.303  0.12
H 4.987 3.460 3.960  0.13
H 7.363 5.335 3.733  0.09
H 7.864 3.687 4.142  0.07
H 6.746 4.605 5.228  0.08
H 4.326 5.211 3.058  0.06
H 7.439 0.904 3.849  0.12
H 6.621 -0.495 4.531  0.08
H 5.926 2.437 5.269  0.09
H 6.854 1.255 6.192  0.15
C -8.653 -0.515 -1.048  -0.09
C -8.250 -0.440 -2.518  -0.25
C -7.540 -1.693 -3.035  -0.18
C -6.185 -2.052 -2.438  -0.09
N -5.054 -1.046 -2.593  -0.17
C -3.733 -1.783 -2.804  -0.11
C -3.733 -2.177 -4.266  -0.14
C -4.439 -1.024 -4.976  -0.12
C -5.146 -0.227 -3.882  -0.08
C -4.949 -0.113 -1.398  -0.10
C -4.279 -0.674 -0.149  -0.22
C -4.998 -1.777 0.627  -0.08
H -7.790 -0.620 -0.388  0.04
H -9.177 0.396 -0.759  0.08
H -9.321 -1.360 -0.868  0.09
H -7.646 0.457 -2.683  0.09
H -9.157 -0.304 -3.110  0.12
H -7.458 -1.642 -4.125  0.11
H -8.199 -2.547 -2.850  0.13
H -5.850 -2.981 -2.900  0.13
H -6.299 -2.260 -1.379  0.10
H -2.930 -1.073 -2.598  0.14
H -3.677 -2.630 -2.122  0.10
H -4.281 -3.108 -4.420  0.11
H -2.724 -2.339 -4.641  0.12
H -5.139 -1.392 -5.725  0.12
H -3.727 -0.384 -5.497  0.12
H -6.175 0.012 -4.122  0.11
H -4.618 0.709 -3.712  0.13
H -5.947 0.269 -1.187  0.12
H -4.344 0.733 -1.726  0.12
H -4.163 0.173 0.533  0.12
H -3.265 -1.000 -0.373  0.08
H -6.048 -1.531 0.799  0.07
H -4.530 -1.904 1.603  0.09
H -4.932 -2.742 0.122  0.07

**Charge**: +1
**LUMO**: -2.53 eV
**Highest occupied orbital energy**: -10.5 eV

Stability check: which of them is least stable? version a.

Version a
Computed, not measured: a gas-phase ion, C5H14N3 (charge +1), with ωB97M-V/def2-TZVPD.

Each line ends with the natural charge from an NBO analysis.
Cartesian coordinates (Å):
C -0.978 -0.687 0.885  -0.22
C -2.011 -0.633 -0.200  -0.23
C 0.971 0.541 0.205  0.59
C 0.617 2.296 0.735  -0.52
C 1.018 -1.850 -0.103  -0.46
N 0.375 -0.605 0.337  -0.37
N 2.180 0.588 -0.474  -0.81
N -1.712 0.522 -1.053  -0.88
H -1.163 0.108 1.566  0.23
H -1.183 -1.613 1.322  0.22
H -2.155 -1.611 -0.791  0.18
H -2.966 -0.502 0.221  0.23
H 0.887 2.917 -0.146  0.24
H 1.272 2.250 1.511  0.21
H -0.423 2.498 0.987  0.25
H 1.038 -2.031 -1.114  0.23
H 1.918 -1.993 0.558  0.24
H 0.326 -2.639 0.263  0.24
H 2.534 -0.275 -0.829  0.40
H 2.963 1.317 -0.492  0.45
H -0.979 0.477 -1.886  0.38
H -2.532 0.924 -1.502  0.39

**Charge**: +1
**Structure (SMILES)**: CC(=[NH2+])N(C)CCN
**LUMO**: -2.76 eV
**Highest occupied orbital energy**: -13.0 eV

Version b
Computed, not measured: 2 unconnected molecules or ions with the total composition C5H14N3, with ωB97M-V/def2-TZVPD.

Each line ends with the natural charge from an NBO analysis.
Cartesian coordinates (Å):
C -0.028 1.990 -0.186  -0.26
C -0.881 2.169 -1.207  0.08
N -1.663 1.232 -1.783  -0.76
N 0.663 3.162 0.386  -0.66
H 0.039 1.086 0.396  0.23
H -1.056 3.172 -1.590  0.20
H -2.029 1.423 -2.695  0.41
H -1.459 0.256 -1.584  0.42
H 1.675 3.167 0.234  0.44
H 0.515 3.170 1.401  0.44
H 0.259 4.031 0.023  0.44
C -1.329 -1.427 0.035  -0.58
C -0.005 -1.669 0.026  0.05
N 0.610 -2.886 0.259  -0.60
C 1.736 -2.885 1.212  -0.41
H -1.963 -2.298 0.146  0.21
H -1.735 -0.449 0.236  0.20
H 0.745 -0.888 -0.086  0.17
H -0.054 -3.623 0.452  0.38
H 1.931 -3.950 1.322  0.22
H 2.585 -2.326 0.828  0.20
H 1.447 -2.456 2.176  0.18

**Charge**: +1
**LUMO**: -3.55 eV
**Highest occupied orbital energy**: -11.1 eV

Version c
Computed, not measured: 2 unconnected molecules or ions with the total composition C5H14N3, with ωB97M-V/def2-TZVPD.

Each line ends with the natural charge from an NBO analysis.
Cartesian coordinates (Å):
C 0.452 -0.966 0.055  0.10
C 1.243 0.891 1.284  -0.60
C -0.713 1.316 -0.269  -0.58
C 1.583 0.872 -1.206  -0.62
C 0.637 0.540 -0.056  -0.07
N -1.980 -1.961 1.956  -1.06
N 0.982 -1.748 -0.629  0.10
N 1.714 -2.454 -1.226  -0.15
H 0.504 0.655 2.220  0.22
H 2.076 0.264 1.497  0.22
H 1.543 1.891 1.384  0.25
H -1.247 0.767 -1.058  0.21
H -1.353 1.169 0.682  0.23
H -0.592 2.286 -0.563  0.24
H 0.880 0.757 -2.183  0.22
H 1.991 1.900 -1.211  0.26
H 2.370 0.070 -1.230  0.21
H -2.158 -1.720 2.880  0.38
H -0.345 -1.399 0.791  0.35
H -1.892 -3.057 1.954  0.38
H 1.356 -2.794 -2.044  0.37
H -2.820 -1.774 1.535  0.37

**Charge**: +1
**LUMO**: -5.22 eV
**Highest occupied orbital energy**: -14.6 eV

Version d
Computed, not measured: 2 unconnected molecules or ions with the total composition C5H14N3, with ωB97M-V/def2-TZVPD.

Each line ends with the natural charge from an NBO analysis.
Cartesian coordinates (Å):
C 0.532 -2.500 0.660  -0.64
C 0.210 -1.477 -0.414  -0.20
C 1.120 -1.123 -1.352  -0.10
C 1.104 -0.003 -2.377  -0.67
H 1.484 -2.947 0.379  0.23
H 0.673 -1.919 1.568  0.21
H -0.247 -3.250 0.837  0.23
H -0.675 -0.826 -0.294  0.17
H 2.023 -1.741 -1.386  0.20
H 0.168 0.553 -2.330  0.22
H 1.975 0.638 -2.191  0.23
H 1.183 -0.412 -3.390  0.25
N -1.380 0.472 2.186  -0.73
C -0.623 1.128 0.858  0.76
N -0.160 2.343 1.371  -0.84
N -0.919 1.491 -0.595  -0.77
H -2.321 0.788 1.905  0.38
H -1.488 -0.496 1.819  0.39
H -0.995 2.891 1.551  0.43
H 0.326 2.182 2.241  0.41
H -1.795 1.987 -0.399  0.40
H -0.195 2.221 -0.648  0.41

**Charge**: +1
**LUMO**: -7.21 eV
**Highest occupied orbital energy**: -12.8 eV

Stability check: which of them is least stable? version d.